Computed, not measured: a structure of composition C20H20IO6PRe, with wB97M-V/def2-TZVPD.

Results
- ⟨S²⟩: 3.8093
- Net charge: +2
- Relative energy (zero: lowest compared OMol25 entry of this formula, charge and spin): 40.66 kcal/mol
- Frontier orbital gap (alpha / beta): 4.7 / 4.9 eV
- Spin multiplicity: 4
- Molar mass: 700.46 g mol⁻¹

Positions of all 49 atoms, in Å:
Re: -0.43 0.10 -0.58
I: 0.68 2.42 -0.07
C: 0.94 1.82 1.93
C: 1.29 2.70 2.92
C: 1.65 2.17 4.17
C: 1.69 0.81 4.37
C: 1.34 -0.09 3.35
C: 1.43 -1.50 3.50
C: 1.13 -2.35 2.46
C: 0.67 -1.84 1.23
C: 0.50 -0.47 1.07
C: 0.91 0.43 2.10
H: 1.32 3.77 2.76
H: 1.93 2.85 4.97
H: 2.02 0.42 5.33
H: 1.77 -1.90 4.44
H: 1.24 -3.42 2.58
H: 0.44 -2.54 0.43
C: -4.99 -0.23 -0.32
O: -3.53 -0.27 -0.41
P: -2.56 0.44 0.59
O: -2.82 -0.07 2.05
C: -2.68 -1.45 2.47
O: -2.89 1.97 0.68
C: -3.54 2.67 1.79
H: -5.31 -0.44 0.70
H: -5.35 -1.00 -0.99
H: -5.33 0.75 -0.65
H: -1.95 -1.47 3.28
H: -2.35 -2.08 1.65
H: -3.65 -1.78 2.83
H: -3.58 3.70 1.48
H: -2.94 2.55 2.69
H: -4.54 2.27 1.94
O: 1.76 -2.52 -3.31
C: 2.32 -1.57 -4.08
C: 3.27 -2.01 -4.99
C: 3.89 -1.12 -5.83
C: 3.59 0.25 -5.79
C: 2.66 0.70 -4.89
C: 2.01 -0.20 -4.01
C: 1.08 0.41 -3.08
O: 0.77 1.57 -2.98
O: 0.46 -0.46 -2.16
H: 1.07 -2.12 -2.76
H: 3.49 -3.07 -5.03
H: 4.62 -1.48 -6.55
H: 4.08 0.94 -6.46
H: 2.40 1.75 -4.83


Computed, not measured: the ion C2H2NO2S with charge -1, with wB97M-V/def2-TZVPD.

Results
- SMILES string: [O-]SC1=N[C@@H]1O
- Net charge: -1
- Relative energy (zero: lowest compared OMol25 entry of this formula, charge and spin): 76.54 kcal/mol
- Frontier orbital gap: 6.7 eV
- Molar mass: 104.11 g mol⁻¹

Positions of all 8 atoms, in Å:
O: -1.55 -2.98 2.94
S: -1.39 -2.53 1.50
C: -0.42 -1.16 1.31
N: 0.62 -0.52 1.65
C: 0.32 -0.42 0.21
O: 0.06 0.89 -0.22
H: 0.91 -0.87 -0.43
H: -0.09 1.35 0.65


Computed, not measured: a cluster of 2 separate species, C2H5ClS in total, with wB97M-V/def2-TZVPD.

Results
- Relative energy (zero: lowest compared OMol25 entry of this formula, charge and spin): 37.19 kcal/mol
- Frontier orbital gap: 8.2 eV
- Molar mass: 96.58 g mol⁻¹

Positions of all 9 atoms, in Å:
C: 0.93 -0.59 -0.54
C: -0.26 -0.35 0.29
S: -0.82 2.09 -0.01
Cl: -1.63 -1.34 0.06
H: 0.66 -0.97 -1.43
H: 1.63 0.28 -0.68
H: 1.49 -1.32 0.12
H: -0.10 -0.12 1.38
H: -1.88 2.31 0.80


Computed, not measured: an isolated molecule of C14H25N3O3, with wB97M-V/def2-TZVPD.

Results
- SMILES string: CCCCC[C@H]1C[C@@H](CC/C(C)=N/NC(N)=O)C(=O)O1
- Relative energy (zero: lowest compared OMol25 entry of this formula, charge and spin): 20.52 kcal/mol
- Frontier orbital gap: 9.2 eV
- Molar mass: 283.37 g mol⁻¹

Positions of all 45 atoms, in Å:
C: -5.86 1.96 1.65
C: -4.97 1.19 0.68
C: -3.86 2.08 0.12
C: -3.00 1.39 -0.94
C: -2.14 0.26 -0.37
C: -1.27 -0.38 -1.44
C: -0.13 0.51 -1.97
C: 1.07 -0.42 -2.08
C: 2.40 0.17 -1.63
C: 2.41 0.59 -0.15
C: 3.51 -0.10 0.60
C: 4.86 0.56 0.67
N: 3.21 -1.23 1.10
N: 4.07 -2.00 1.77
C: 3.73 -3.30 2.14
N: 2.51 -3.69 1.71
O: 4.50 -3.96 2.80
C: 0.66 -1.61 -1.21
O: 1.36 -2.52 -0.87
O: -0.63 -1.53 -0.88
H: -6.33 2.81 1.15
H: -5.27 2.34 2.49
H: -6.64 1.32 2.04
H: -5.57 0.82 -0.14
H: -4.54 0.34 1.20
H: -4.31 2.97 -0.32
H: -3.21 2.41 0.94
H: -2.35 2.13 -1.40
H: -3.65 0.99 -1.72
H: -1.50 0.65 0.43
H: -2.77 -0.52 0.05
H: -1.90 -0.74 -2.26
H: -0.40 0.96 -2.92
H: 0.07 1.31 -1.26
H: 1.17 -0.80 -3.10
H: 2.65 1.01 -2.28
H: 3.17 -0.60 -1.78
H: 2.52 1.67 -0.06
H: 1.47 0.30 0.32
H: 4.92 1.38 -0.04
H: 5.05 0.95 1.67
H: 5.65 -0.16 0.44
H: 5.01 -1.69 2.01
H: 2.06 -3.16 0.98
H: 2.27 -4.66 1.83


Computed, not measured: a structure of composition C39H25BrCaN10O6S, with wB97M-V/def2-TZVPD.

Results
- Relative energy (zero: lowest compared OMol25 entry of this formula, charge and spin): 0.00 kcal/mol
- Frontier orbital gap: 6.5 eV
- Molar mass: 881.74 g mol⁻¹

Positions of all 83 atoms, in Å:
Ca: 0.36 0.23 -0.12
Br: -3.74 6.47 -0.84
C: -2.96 4.76 -1.03
C: -2.46 4.35 -2.28
C: -1.85 3.13 -2.42
C: -1.66 2.25 -1.32
O: -1.02 1.14 -1.45
C: -2.23 2.67 -0.07
C: -2.17 1.85 1.14
N: -1.47 0.79 1.27
C: -1.39 0.07 2.51
C: -1.72 0.58 3.73
C: -1.50 -0.16 4.92
C: -0.94 -1.39 4.87
C: -0.59 -1.96 3.62
C: -0.01 -3.24 3.51
C: 0.26 -3.76 2.28
C: -0.03 -2.98 1.15
N: -0.53 -1.77 1.20
C: -0.83 -1.25 2.44
C: -2.86 3.92 0.04
H: -2.57 5.01 -3.13
H: -1.46 2.81 -3.38
H: -2.79 2.21 1.96
H: -2.12 1.58 3.81
H: -1.76 0.29 5.87
H: -0.74 -1.95 5.78
H: 0.22 -3.80 4.41
H: 0.70 -4.74 2.17
H: 0.18 -3.37 0.16
H: -3.26 4.22 1.00
S: 3.23 -2.26 -7.07
N: 3.92 -1.31 -5.96
C: 3.05 -1.23 -4.96
C: 3.24 -0.45 -3.74
C: 4.39 0.30 -3.49
C: 4.48 1.02 -2.32
C: 3.39 1.00 -1.45
N: 2.29 0.31 -1.68
C: 2.22 -0.44 -2.80
C: 1.01 -1.30 -2.98
N: 0.12 -1.35 -1.96
C: -1.00 -2.04 -2.14
C: -1.29 -2.75 -3.30
C: -0.36 -2.74 -4.32
C: 0.81 -2.01 -4.16
C: 1.86 -1.96 -5.18
N: 1.83 -2.60 -6.34
H: 5.19 0.30 -4.22
H: 5.36 1.60 -2.08
H: 3.41 1.58 -0.53
H: -1.69 -2.04 -1.30
H: -2.22 -3.29 -3.39
H: -0.53 -3.29 -5.24
O: 4.53 -1.77 4.28
C: 4.55 -2.72 3.37
O: 5.11 -3.78 3.55
C: 3.85 -2.47 2.06
C: 3.95 -3.37 1.04
N: 3.21 -2.89 0.03
N: 2.61 -1.73 0.31
C: 3.00 -1.45 1.55
C: 2.51 -0.16 2.18
O: 3.07 0.21 3.22
O: 1.56 0.43 1.59
H: 4.02 -0.97 3.95
H: 4.50 -4.30 0.99
H: 3.07 -3.30 -0.88
N: 0.38 7.75 -0.97
C: 0.54 7.04 0.18
O: 0.51 7.56 1.28
C: 0.78 5.56 0.04
C: 1.08 4.93 -1.16
C: 1.25 3.55 -1.17
N: 1.12 2.80 -0.08
C: 0.87 3.42 1.08
C: 0.70 4.79 1.18
H: 0.13 8.72 -0.88
H: 0.23 7.30 -1.85
H: 1.19 5.47 -2.09
H: 1.43 3.03 -2.10
H: 0.80 2.78 1.95
H: 0.48 5.27 2.13